{
  "formula": "C21H34N2O2S",
  "method": "the ωB97M-V functional and the def2-TZVPD basis",
  "smiles": "CC(C)(C)[C@H]1CC[C@@H](C(=O)NC[C@H](c2cccs2)N2CCOCC2)CC1",
  "orbital_gap_ev": 9.46,
  "lumo_energy_ev": 0.6,
  "multiplicity": 1,
  "elements": ["C", "C", "C", "C", "C", "C", "C", "C", "C", "O", "N", "C", "C", "C", "C", "C", "C", "S", "N", "C", "C", "O", "C", "C", "C", "C", "H", "H", "H", "H", "H", "H", "H", "H", "H", "H", "H", "H", "H", "H", "H", "H", "H", "H", "H", "H", "H", "H", "H", "H", "H", "H", "H", "H", "H", "H", "H", "H", "H", "H"],
  "positions_angstrom": [[-0.747, 1.825, -2.570], [-0.010, 0.989, -3.619], [1.220, 1.772, -4.096], [-0.933, 0.801, -4.830], [0.434, -0.394, -3.070], [-0.726, -1.345, -2.753], [-0.200, -2.743, -2.444], [0.810, -2.788, -1.289], [0.122, -2.857, 0.071], [0.120, -3.886, 0.719], [-0.526, -1.744, 0.486], [-1.048, -1.633, 1.824], [-0.123, -0.756, 2.684], [-0.565, -0.709, 4.113], [0.223, -0.598, 5.218], [-0.510, -0.536, 6.424], [-1.848, -0.599, 6.221], [-2.243, -0.735, 4.554], [0.013, 0.561, 2.049], [1.261, 1.235, 2.362], [1.382, 2.477, 1.476], [0.302, 3.357, 1.667], [-0.921, 2.706, 1.415], [-1.090, 1.475, 2.305], [1.862, -1.677, -1.424], [1.324, -0.303, -1.827], [-0.078, 2.118, -1.764], [-1.590, 1.280, -2.153], [-1.129, 2.735, -3.028], [1.882, 2.023, -3.271], [1.782, 1.196, -4.827], [0.910, 2.704, -4.563], [-1.914, 0.443, -4.531], [-1.071, 1.751, -5.342], [-0.503, 0.095, -5.537], [1.027, -0.863, -3.865], [-1.393, -1.427, -3.611], [-1.311, -0.970, -1.913], [-1.033, -3.411, -2.215], [0.293, -3.129, -3.340], [1.337, -3.747, -1.353], [-0.357, -0.867, 0.022], [-2.056, -1.212, 1.792], [-1.094, -2.641, 2.243], [0.875, -1.212, 2.654], [1.298, -0.573, 5.175], [-0.055, -0.451, 7.395], [-2.638, -0.576, 6.945], [2.096, 0.562, 2.154], [1.305, 1.544, 3.420], [2.284, 3.038, 1.721], [1.426, 2.162, 0.421], [-1.705, 3.438, 1.619], [-0.973, 2.403, 0.359], [-2.035, 0.984, 2.074], [-1.108, 1.804, 3.357], [2.417, -1.590, -0.486], [2.572, -1.994, -2.192], [0.771, 0.152, -1.004], [2.185, 0.337, -2.025]]
}

=====

{
  "formula": "C11H17CeCl2Ti",
  "method": "the ωB97M-V functional and the def2-TZVPD basis",
  "orbital_gap_ev": [4.54, 6.07],
  "lumo_energy_ev": [2.5, 2.4],
  "total_charge": -1,
  "s_squared": 2.0323,
  "multiplicity": 3,
  "elements": ["Ti", "Cl", "C", "H", "H", "H", "Ce", "C", "C", "C", "H", "H", "H", "H", "H", "H", "H", "H", "Cl", "C", "C", "C", "C", "C", "C", "C", "H", "H", "H", "H", "H", "H"],
  "positions_angstrom": [[0.064, -0.208, -0.525], [-0.167, 1.381, -1.709], [-1.776, -0.410, 0.172], [-1.777, -0.892, 1.174], [-2.407, -1.038, -0.491], [-2.287, 0.570, 0.284], [0.521, 0.114, -3.211], [2.459, 0.596, -3.771], [-0.676, -0.101, -4.890], [0.391, -1.369, -1.907], [-1.069, -1.141, -4.919], [-1.528, 0.610, -4.861], [-0.070, 0.086, -5.803], [3.140, -0.210, -3.419], [2.519, 0.669, -4.878], [2.773, 1.561, -3.319], [-0.380, -2.157, -2.053], [1.413, -1.803, -1.842], [-1.837, 2.552, 3.030], [-0.890, 1.106, 3.373], [-1.086, 0.475, 4.607], [-0.364, -0.674, 4.935], [0.563, -1.199, 4.034], [0.771, -0.575, 2.800], [0.050, 0.579, 2.455], [0.309, 1.207, 1.112], [-1.802, 0.875, 5.314], [-0.523, -1.157, 5.891], [1.120, -2.090, 4.290], [1.493, -0.995, 2.110], [1.369, 1.538, 1.081], [-0.318, 2.103, 0.936]]
}

=====

{
  "formula": "C5H14S",
  "method": "the ωB97M-V functional and the def2-TZVPD basis",
  "smiles": "CCSC.CC",
  "orbital_gap_ev": 9.48,
  "lumo_energy_ev": 1.0,
  "multiplicity": 1,
  "elements": ["C", "C", "S", "C", "H", "H", "H", "H", "H", "H", "H", "H", "C", "C", "H", "H", "H", "H", "H", "H"],
  "positions_angstrom": [[0.913, 0.513, -1.954], [0.341, 1.097, -0.646], [1.335, 0.775, 0.804], [0.450, 1.754, 2.047], [0.253, 0.925, -2.706], [0.900, -0.578, -1.893], [1.962, 0.785, -2.114], [0.122, 2.152, -0.779], [-0.634, 0.608, -0.605], [0.526, 2.811, 1.801], [-0.596, 1.465, 2.096], [1.026, 1.604, 2.952], [-1.690, -1.876, -1.108], [-2.094, -2.799, 0.036], [-0.880, -1.258, -0.742], [-1.403, -2.466, -1.980], [-2.502, -1.251, -1.464], [-1.263, -3.441, 0.326], [-2.942, -3.446, -0.181], [-2.354, -2.240, 0.941]]
}

=====

{
  "formula": "C2H8NO2",
  "method": "the ωB97M-V functional and the def2-TZVPD basis",
  "orbital_gap_ev": 7.61,
  "lumo_energy_ev": 4.4,
  "total_charge": -1,
  "multiplicity": 1,
  "elements": ["C", "O", "H", "H", "H", "N", "C", "O", "H", "H", "H", "H", "H"],
  "positions_angstrom": [[2.110, -0.564, -0.223], [1.736, 0.284, -1.275], [3.065, -0.987, -0.538], [2.171, 0.008, 0.706], [1.385, -1.353, 0.039], [-2.420, 0.382, 0.895], [-1.400, 0.200, -0.208], [-0.358, 1.047, -0.068], [-2.218, -0.415, 1.482], [-2.020, 1.153, 1.429], [-1.116, -0.871, -0.150], [-1.873, 0.312, -1.200], [0.938, 0.804, -0.889]]
}

=====

For each record above, in turn, the calculated energy above the lowest of the compared OMol25 structures with the same formula, charge and spin values are 5.32 858.88 34.27 60.49 kJ/mol.
For each record above, in turn, the calculated energy values are -40240.034 -72759.471 -16246.946 -7788.558 eV.